{"formula": "C14H18N2O5", "method": "ωB97M-V/def2-TZVPD", "e_above_lowest_ev": 1.000, "smiles": "N[C@@H](CCC(=O)O)C(=O)N[C@@H](Cc1ccccc1)C(=O)O", "gap_ev": 9.91, "e_tot_ev": -28028.8569, "charge": 0, "symbols": ["N", "C", "C", "C", "C", "O", "O", "C", "O", "N", "C", "C", "C", "C", "C", "C", "C", "C", "C", "O", "O", "H", "H", "H", "H", "H", "H", "H", "H", "H", "H", "H", "H", "H", "H", "H", "H", "H", "H"], "coordinates": [[2.96410, 0.45805, -0.02756], [1.75754, -0.12736, -0.58952], [1.95015, -1.35146, -1.53181], [2.47384, -1.01701, -2.91517], [2.63462, -2.20754, -3.80509], [2.58801, -2.28618, -5.03287], [2.83403, -3.34866, -3.07359], [0.93966, -0.62970, 0.60334], [1.45830, -1.08730, 1.63393], [-0.44924, -0.60854, 0.47154], [-1.34236, -0.85755, 1.57432], [-2.65306, -0.01813, 1.48071], [-2.32319, 1.43807, 1.33900], [-1.66914, 2.12326, 2.39987], [-1.41223, 3.50806, 2.23456], [-1.80300, 4.18874, 1.06900], [-2.36145, 3.47704, 0.03919], [-2.61855, 2.10304, 0.13593], [-1.73572, -2.35573, 1.73246], [-2.84512, -2.74881, 1.91139], [-0.68011, -3.21925, 1.77592], [3.65808, 0.40426, -0.76248], [3.29609, -0.19044, 0.65952], [1.26905, 0.62586, -1.23416], [2.62520, -2.10722, -1.06867], [0.95804, -1.85470, -1.62357], [3.49480, -0.59900, -2.86651], [1.94725, -0.14872, -3.39090], [2.80755, -4.01256, -3.74458], [-0.86540, -0.15034, -0.31673], [-0.89880, -0.63269, 2.55925], [-3.22365, -0.31777, 0.57560], [-3.30252, -0.23863, 2.32545], [-1.51182, 1.65383, 3.39001], [-0.85310, 4.03267, 3.02291], [-1.64948, 5.31688, 0.89451], [-2.61259, 4.01880, -0.87512], [-3.00307, 1.49366, -0.71910], [0.15729, -2.72694, 1.74904]], "atomic_forces_ev_per_a": [[0.07, -0.09, -0.96], [0.03, -0.51, -0.33], [-0.34, -0.91, 0.69], [0.59, 1.62, -0.34], [-0.53, -1.18, -1.92], [0.08, 0.72, 2.36], [-0.16, 1.57, 0.26], [-1.51, -0.07, 0.96], [-0.55, 0.44, -1.58], [1.55, 0.03, 0.36], [-1.51, -0.74, 0.92], [0.48, -0.35, -1.18], [0.30, 0.55, 0.49], [-0.89, 1.20, -0.75], [0.28, -0.51, 0.37], [0.70, 1.34, 0.38], [-0.61, -0.41, -1.08], [0.38, -0.35, 0.34], [1.24, -0.09, 0.22], [-0.38, 0.00, -0.17], [-0.49, 0.49, -0.16], [0.31, 0.41, -0.06], [0.18, -0.31, 0.76], [-0.34, -0.07, 0.74], [-0.48, 0.60, -0.10], [0.61, 0.27, -0.07], [-0.02, -0.21, 0.28], [-0.02, -1.17, 0.07], [0.19, -1.25, -0.77], [0.12, 0.21, -0.26], [0.42, 0.18, -0.54], [0.30, -0.09, 0.51], [0.20, 0.01, 0.11], [0.15, 0.18, -0.86], [-0.50, -0.16, -0.33], [-0.08, -1.98, 0.65], [0.01, -0.28, 0.17], [0.13, 0.83, 0.80], [0.08, 0.11, 0.03]]}



{"formula": "C14H18N4O4S", "method": "ωB97M-V/def2-TZVPD", "e_above_lowest_ev": 1.801, "smiles": "CCCCCC(=O)NNC(=S)NC(=O)c1cccc([N+](=O)[O-])c1", "gap_ev": 7.88, "e_tot_ev": -39793.6733, "charge": 0, "symbols": ["C", "C", "C", "C", "C", "C", "O", "N", "N", "C", "S", "N", "C", "O", "C", "C", "C", "C", "C", "N", "O", "O", "C", "H", "H", "H", "H", "H", "H", "H", "H", "H", "H", "H", "H", "H", "H", "H", "H", "H", "H"], "coordinates": [[-2.49693, -3.00777, -0.23391], [-1.55599, -2.14022, -1.06147], [-0.39789, -1.56549, -0.24604], [0.66472, -2.60093, 0.11719], [1.71221, -2.02340, 1.06869], [2.54764, -0.93817, 0.42392], [2.60232, -0.69641, -0.75842], [3.30629, -0.25225, 1.34230], [4.02433, 0.87842, 0.97921], [3.59474, 1.86971, 0.16931], [4.68225, 2.86694, -0.55571], [2.25150, 2.07822, -0.06231], [1.15541, 1.68712, 0.66803], [1.22150, 1.22891, 1.78789], [-0.14352, 1.87075, -0.03960], [-0.25109, 1.83649, -1.42999], [-1.49339, 1.91888, -2.03822], [-2.63977, 2.03324, -1.27301], [-2.52765, 2.05250, 0.11184], [-3.72567, 2.14716, 0.91910], [-3.59117, 2.15010, 2.12157], [-4.78542, 2.21509, 0.33720], [-1.29326, 1.96659, 0.73531], [-3.33003, -3.34884, -0.84376], [-1.98406, -3.88301, 0.15586], [-2.89648, -2.44150, 0.60476], [-1.15567, -2.72288, -1.89336], [-2.12682, -1.30942, -1.48485], [0.08298, -0.77897, -0.82917], [-0.79295, -1.11163, 0.66696], [1.15772, -2.94212, -0.79437], [0.19938, -3.46105, 0.59968], [2.39536, -2.81186, 1.39493], [1.22276, -1.60987, 1.95260], [3.01827, -0.27537, 2.31403], [5.03549, 0.77990, 0.99585], [2.09396, 2.69080, -0.85315], [0.62725, 1.70270, -2.04383], [-1.56666, 1.88427, -3.11387], [-3.61819, 2.09618, -1.72436], [-1.22345, 1.96720, 1.81317]], "atomic_forces_ev_per_a": [[0.10, 0.08, -0.22], [0.00, 0.11, 0.25], [0.03, -0.21, -0.27], [-0.01, 0.33, 0.13], [-0.20, -0.22, -0.32], [0.25, -0.15, 0.26], [-0.06, -0.08, -0.26], [0.46, 0.12, 0.22], [-0.12, -0.44, 0.21], [0.17, 0.17, 0.04], [0.28, 0.22, -0.22], [-0.11, -0.01, -0.07], [0.01, 0.02, 0.10], [-0.23, 0.16, 0.09], [-0.40, -0.02, -0.20], [-0.01, 0.07, 0.20], [0.02, 0.03, 0.04], [-0.16, 0.00, 0.19], [1.06, -0.10, -0.67], [-0.33, 0.04, 0.24], [-0.01, 0.00, 0.34], [-0.32, 0.02, -0.12], [-0.12, 0.04, 0.07], [-0.11, -0.09, 0.02], [0.00, -0.13, 0.09], [-0.07, 0.03, 0.12], [0.00, 0.03, -0.12], [0.01, -0.02, -0.09], [0.00, 0.00, 0.09], [-0.02, 0.09, 0.07], [-0.01, -0.08, -0.01], [0.04, -0.07, -0.01], [0.04, 0.06, 0.08], [0.04, -0.02, 0.08], [-0.04, 0.15, -0.33], [-0.34, 0.03, -0.07], [0.09, -0.10, 0.20], [0.10, -0.03, -0.05], [-0.02, -0.01, -0.09], [-0.01, 0.00, -0.01], [0.00, -0.02, 0.01]]}



{"formula": "C14H19B2NO7", "method": "ωB97M-V/def2-TZVPD", "e_above_lowest_ev": 0.000, "smiles": "C#CC[C@]1(CB(O)O)OC(=O)[C@H](CC(=O)O)[C@]1(C#C)B(O)N(C)C", "gap_ev": 9.35, "e_tot_ev": -32001.5581, "charge": 0, "symbols": ["C", "C", "C", "C", "C", "B", "O", "O", "O", "C", "O", "C", "C", "C", "O", "O", "C", "C", "C", "B", "O", "N", "C", "C", "H", "H", "H", "H", "H", "H", "H", "H", "H", "H", "H", "H", "H", "H", "H", "H", "H", "H", "H"], "coordinates": [[1.40250, -1.36020, 2.66884], [1.55096, -1.43878, 1.48838], [1.79144, -1.48853, 0.04793], [0.71704, -0.96118, -0.94463], [-0.16689, -2.09497, -1.42276], [-1.02441, -2.81783, -0.30186], [-2.37682, -2.64786, -0.31170], [-0.51331, -3.58861, 0.72351], [1.55845, -0.59381, -2.09402], [1.99370, 0.70311, -1.94698], [2.80686, 1.16979, -2.67587], [1.21010, 1.37520, -0.79606], [1.94880, 1.76977, 0.51525], [3.43517, 1.50787, 0.61158], [4.24178, 1.80682, -0.21092], [3.81798, 0.99689, 1.84294], [0.00472, 0.39179, -0.69767], [-0.71084, 0.66932, -1.96419], [-1.28341, 0.90212, -2.98343], [-1.12367, 0.55853, 0.43112], [-1.15963, -0.20354, 1.58736], [-2.18771, 1.53619, 0.18759], [-3.39551, 0.85867, -0.33333], [-2.53287, 2.23745, 1.43480], [1.41616, -1.34899, 3.72880], [2.74811, -1.01079, -0.14042], [1.94314, -2.53738, -0.18730], [0.47169, -2.83415, -1.90677], [-0.85358, -1.74698, -2.18676], [-2.74537, -3.02994, 0.49882], [0.25074, -4.11106, 0.45749], [0.82125, 2.31012, -1.18097], [1.83046, 2.84461, 0.62010], [1.48350, 1.32699, 1.38627], [3.89596, 0.03510, 1.80530], [-1.82025, 1.35910, -3.77430], [-0.48667, 0.06810, 2.22602], [-3.91640, 0.29739, 0.44152], [-4.04294, 1.60802, -0.78298], [-3.10798, 0.18202, -1.13417], [-1.64664, 2.49436, 2.01037], [-3.05917, 3.15354, 1.17681], [-3.18646, 1.65178, 2.08624]], "atomic_forces_ev_per_a": [[0.47, -0.13, 0.65], [-0.14, 0.25, -0.62], [-0.46, -0.05, 0.79], [0.83, -0.17, -0.86], [-0.42, -0.45, 0.23], [-0.09, 0.17, 0.24], [-0.02, 0.26, 0.34], [0.02, -0.43, -0.43], [0.25, 0.28, 0.32], [-0.09, -0.44, 0.03], [-0.09, 0.16, 0.04], [-0.15, 0.36, 0.05], [-0.07, -0.29, -0.17], [0.33, 0.04, 0.12], [-0.14, -0.10, -0.01], [-0.10, 0.03, -0.07], [0.01, -0.30, -0.43], [0.00, -0.33, 0.59], [-0.24, 0.70, -0.25], [-0.32, 0.22, 0.17], [0.15, 0.87, 0.01], [0.06, -0.71, 0.91], [0.56, 0.47, -0.68], [-0.25, -0.03, -0.30], [-0.22, 0.03, 0.17], [0.08, 0.20, -0.19], [0.16, -0.14, -0.28], [0.22, -0.04, -0.05], [0.00, 0.19, -0.12], [-0.10, -0.02, -0.25], [0.11, 0.26, 0.27], [0.05, 0.04, -0.34], [0.11, 0.17, 0.10], [-0.16, -0.20, 0.09], [-0.01, 0.02, 0.06], [-0.08, -0.26, -0.35], [0.13, -0.71, -0.08], [-0.12, -0.03, 0.14], [-0.30, 0.04, 0.11], [-0.08, -0.14, 0.02], [0.15, 0.13, -0.05], [-0.02, 0.18, 0.05], [-0.02, -0.13, 0.06]]}



{"formula": "C14H19Br2F16NNbO2", "method": "ωB97M-V/def2-TZVPD", "gap_ev": 6.96, "e_tot_ev": -205520.7142, "charge": -1, "symbols": ["C", "C", "Br", "C", "Br", "Nb", "C", "N", "H", "H", "H", "H", "H", "H", "H", "H", "H", "H", "H", "C", "C", "C", "F", "F", "F", "F", "O", "C", "C", "F", "F", "F", "F", "H", "H", "H", "H", "C", "C", "C", "F", "F", "F", "F", "O", "C", "C", "F", "F", "F", "F", "H", "H", "H", "H"], "coordinates": [[4.00494, -2.03040, 1.49504], [2.52454, -1.81195, 1.52528], [1.78934, -2.46898, 3.15663], [1.66696, -1.27605, 0.65251], [2.51829, -0.64585, -0.96416], [-0.64157, -1.03944, 0.86354], [-1.30645, -3.16630, 1.21503], [-2.43797, -3.75744, 0.42557], [4.50218, -1.35766, 2.19696], [4.39242, -1.87576, 0.48964], [4.24031, -3.04938, 1.80492], [-0.50135, -0.40000, 2.60900], [-0.51417, 0.65917, 0.16444], [-0.62282, -1.43009, -0.93218], [-2.38583, -0.57404, 0.69230], [-0.40934, -3.77713, 1.05197], [-1.51597, -3.23713, 2.29353], [-3.25086, -3.82846, 1.02694], [-2.21667, -4.72066, 0.19038], [1.29944, 0.19064, -6.71649], [2.06968, -0.69495, -7.70523], [1.31069, -1.81054, -8.43331], [0.84624, -2.73205, -7.57736], [2.16828, -2.41878, -9.28869], [3.17853, -1.20060, -7.13582], [2.46527, 0.14640, -8.71695], [1.39763, -0.08970, -5.34493], [0.55130, -0.95546, -4.69277], [1.32158, -2.13577, -4.08820], [1.98310, -2.78640, -5.08330], [0.44383, -2.99232, -3.54058], [-0.43589, -1.38558, -5.50764], [-0.01288, -0.28543, -3.68574], [1.77572, 1.16496, -6.82524], [0.26119, 0.30063, -7.03565], [0.48098, -1.39111, -9.00818], [2.03921, -1.79076, -3.34093], [-0.57472, 2.94074, 4.70399], [-1.66407, 2.81391, 3.63054], [-2.37628, 4.08962, 3.16912], [-3.04219, 4.67105, 4.19384], [-3.27128, 3.77418, 2.21419], [-2.57864, 1.90094, 4.00898], [-1.00868, 2.37236, 2.53226], [-0.92897, 2.65219, 6.04927], [-1.41604, 3.56110, 6.91888], [-2.81856, 3.18376, 7.42226], [-3.68589, 3.09973, 6.40278], [-3.24325, 4.15284, 8.27087], [-1.39662, 4.82003, 6.44657], [-0.62522, 3.54252, 8.02825], [0.13095, 2.15438, 4.44196], [-0.05191, 3.89462, 4.62568], [-1.65406, 4.80063, 2.76005], [-2.77444, 2.22980, 7.95018]], "atomic_forces_ev_per_a": [[-0.01, -0.13, -0.15], [0.01, 0.15, -0.51], [-0.31, -0.16, 0.39], [0.14, 0.13, 0.16], [0.20, 0.20, -0.13], [0.47, -1.38, 1.51], [-1.23, 0.39, -1.25], [0.33, -0.37, 0.39], [0.02, 0.06, -0.05], [0.03, 0.11, 0.08], [-0.01, -0.01, 0.01], [0.32, 0.55, 0.06], [-0.60, -0.59, -0.32], [0.34, 0.31, 0.05], [0.16, 0.12, -0.12], [0.20, 0.22, -0.06], [0.16, 0.24, 0.13], [-0.08, 0.19, -0.07], [0.00, 0.00, -0.02], [-0.30, 0.48, -0.03], [0.11, -0.19, 0.17], [0.00, 0.17, -0.04], [-0.04, -0.09, 0.09], [-0.01, -0.06, -0.04], [0.03, 0.04, 0.00], [-0.01, 0.05, -0.01], [0.51, -0.35, -0.09], [-0.08, 0.14, 0.09], [0.10, -0.01, -0.07], [0.00, -0.03, -0.02], [0.00, -0.05, 0.03], [-0.03, -0.06, -0.12], [-0.15, 0.07, 0.02], [-0.04, 0.01, 0.02], [0.01, -0.13, -0.05], [-0.02, -0.02, 0.00], [-0.15, -0.03, -0.02], [0.50, 0.08, 0.03], [-0.07, -0.10, 0.17], [0.16, -0.03, 0.00], [-0.03, 0.05, 0.11], [-0.07, 0.02, -0.02], [-0.03, -0.02, -0.04], [-0.09, 0.07, -0.14], [-0.40, -0.28, -0.20], [0.02, 0.04, 0.14], [0.14, -0.01, 0.04], [-0.08, 0.05, -0.08], [-0.07, -0.02, 0.03], [0.00, 0.06, -0.13], [0.11, 0.08, 0.01], [0.00, -0.02, 0.04], [-0.13, 0.07, -0.01], [-0.01, 0.02, 0.00], [-0.02, -0.01, 0.00]]}



{"formula": "C14H19Br30FP", "method": "ωB97M-V/def2-TZVPD", "gap_ev": 6.03, "e_tot_ev": -2128090.8659, "charge": 1, "symbols": ["C", "C", "P", "C", "C", "F", "H", "H", "H", "H", "H", "H", "H", "H", "H", "C", "Br", "Br", "Br", "H", "C", "Br", "Br", "Br", "H", "C", "Br", "Br", "Br", "H", "C", "Br", "Br", "Br", "H", "C", "Br", "Br", "Br", "H", "C", "Br", "Br", "Br", "H", "C", "Br", "Br", "Br", "H", "C", "Br", "Br", "Br", "H", "C", "Br", "Br", "Br", "H", "C", "Br", "Br", "Br", "H"], "coordinates": [[4.62548, 2.63740, -0.43894], [4.19106, 1.29032, -0.47334], [2.63903, 1.03274, -1.39871], [1.12338, 1.14891, -0.29515], [0.49725, 2.58471, -0.30306], [0.17545, 0.26908, -0.82828], [5.10628, 2.99654, -1.37106], [4.44880, 3.33196, 0.43970], [4.74918, 0.46267, -0.02010], [2.69991, -0.18600, -2.08872], [2.51140, 2.08895, -2.34464], [1.31882, 0.82035, 0.73672], [0.90365, 3.10609, -1.18493], [0.68421, 3.10741, 0.64508], [-0.58584, 2.43674, -0.43922], [2.50432, -3.12438, -0.28194], [2.70024, -1.23476, 0.13871], [3.43387, -4.24182, 0.97495], [0.64665, -3.59832, -0.44914], [2.96233, -3.28474, -1.25052], [-3.28831, -0.52144, -1.86163], [-3.56380, 0.80333, -3.24515], [-4.58348, -0.35603, -0.44228], [-3.23954, -2.30749, -2.59170], [-2.31528, -0.32884, -1.42769], [-7.37974, 0.36486, 2.68946], [-7.64658, 1.68351, 1.30388], [-8.67428, 0.53869, 4.10574], [-7.33966, -1.42766, 1.97279], [-6.40591, 0.55436, 3.12345], [-3.63893, 4.80757, -2.78922], [-3.46905, 5.85353, -4.40084], [-2.11189, 5.03904, -1.62407], [-5.29461, 5.16513, -1.86971], [-3.65631, 3.76591, -3.08419], [4.94627, 5.40602, -3.87720], [5.32562, 6.90531, -2.72660], [6.43125, 4.17647, -3.97427], [3.31386, 4.50638, -3.35974], [4.78887, 5.79891, -4.87406], [5.54216, 6.47367, 1.91183], [5.76213, 4.70384, 1.14555], [3.71770, 6.77766, 2.45515], [6.78623, 6.79369, 3.34889], [5.76662, 7.18741, 1.12873], [0.01708, -7.57384, -0.18470], [0.19586, -9.34806, -0.92001], [-1.81195, -7.16850, 0.28056], [1.21265, -7.29179, 1.30597], [0.30846, -6.87699, -0.96049], [-6.19946, -1.53482, 7.26977], [-5.67215, -0.46454, 5.75068], [-7.48767, -0.61610, 8.37356], [-6.82942, -3.27602, 6.72818], [-5.31389, -1.68855, 7.87258], [5.68356, -4.89961, 4.58692], [7.44562, -5.44163, 5.15318], [4.52288, -6.41873, 4.30818], [4.90199, -3.61719, 5.80014], [5.79513, -4.40477, 3.63067], [-4.72333, -4.69886, -6.07162], [-4.45280, -2.83284, -5.65789], [-3.85092, -5.84332, -4.78126], [-6.59439, -5.12663, -6.25892], [-4.25602, -4.88496, -7.03007]], "atomic_forces_ev_per_a": [[-0.79, -1.14, -0.19], [-0.38, 1.10, -1.03], [2.20, -0.03, -1.09], [-1.32, 0.91, 0.37], [0.55, -0.97, -0.46], [0.64, 0.17, -0.08], [-1.86, 0.92, 0.04], [1.52, -1.84, -0.76], [-1.33, 0.46, 1.38], [-0.68, 0.63, -0.50], [0.07, -0.29, 0.45], [0.26, 0.15, -0.50], [-0.44, 0.35, 0.55], [0.08, -0.06, -0.49], [0.41, 0.18, 0.08], [-0.14, -0.56, -0.15], [0.36, -2.08, 1.52], [-0.08, 0.29, -0.06], [0.12, 0.09, 0.05], [0.01, 0.13, 0.07], [0.09, -0.11, 0.25], [0.01, -0.12, 0.03], [0.07, -0.02, -0.20], [0.11, 0.33, 0.42], [-0.07, 0.02, -0.07], [-0.07, 0.00, 0.09], [0.03, -0.13, 0.10], [-0.09, 0.03, -0.27], [0.00, 0.17, 0.05], [-0.06, -0.01, -0.04], [-0.18, -0.02, -0.10], [0.01, -0.08, 0.19], [-0.07, 0.00, -0.06], [0.22, -0.02, -0.08], [0.03, 0.07, 0.07], [0.22, 0.12, 0.03], [-0.07, -0.21, -0.09], [-0.17, 0.08, 0.08], [-0.02, 0.18, -0.10], [-0.04, -0.06, 0.07], [0.25, 0.27, 0.22], [0.59, 1.49, 0.86], [0.18, -0.12, -0.08], [-0.17, -0.08, -0.17], [-0.02, -0.10, 0.01], [0.00, -0.04, -0.05], [-0.03, 0.18, 0.10], [0.18, -0.01, -0.03], [-0.15, -0.08, -0.09], [-0.01, -0.05, 0.06], [-0.09, -0.07, 0.06], [0.23, -0.12, 0.21], [0.11, -0.08, -0.15], [0.04, 0.20, 0.02], [-0.05, 0.03, -0.06], [0.05, 0.01, 0.01], [-0.20, 0.04, -0.04], [0.07, 0.14, -0.01], [0.06, -0.13, -0.10], [-0.01, -0.03, 0.07], [-0.08, 0.02, -0.11], [-0.18, -0.27, -0.39], [-0.07, 0.12, -0.05], [0.20, 0.05, 0.07], [-0.02, 0.00, 0.08]]}



What is the charge in the fifth record?
+1



The lowest charge belongs to which entry?
C14H19Br2F16NNbO2